Computed, not measured: a gas-phase ion, C5H10N3 (charge +1) in a non-equilibrium geometry, with ωB97M-V/def2-TZVPD.

```
18
C5H10N3 | the OMol25 dataset | ωB97M-V/def2-TZVPD
C -2.415 -0.528 -0.127
C 0.001 -0.374 -0.093
C -0.658 1.906 0.114
C 2.183 -0.970 0.434
C -1.221 -0.601 -0.933
N -3.265 -0.493 0.641
N 0.186 0.843 0.454
N 0.879 -1.337 -0.028
H -1.536 1.908 0.748
H -0.174 2.803 0.342
H -0.772 2.008 -0.917
H 2.652 -0.200 -0.216
H 2.761 -1.900 0.410
H 2.038 -0.551 1.361
H -1.207 0.134 -1.742
H -1.083 -1.436 -1.479
H 0.946 1.111 1.060
H 0.686 -2.324 -0.030
```

Properties
**Net charge**: +1
**Energy**: -360.5011 a.u.
**E_LUMO**: -3.882 eV
**SMILES**: CN/C(CC#N)=[NH+]\C
**HOMO level**: -15.23 eV